[1]
{"formula": "C37H69FN2O12P", "method": "ωB97M-V/def2-TZVPD", "total_charge": -1, "homo_ev": -4.194, "homo_lumo_gap_ha": 0.237, "total_energy_ha": -2904.7307, "spin_multiplicity": 1, "symbols": ["C", "C", "C", "O", "C", "P", "C", "O", "C", "C", "O", "C", "N", "O", "C", "C", "N", "C", "C", "C", "O", "C", "F", "O", "C", "O", "C", "C", "C", "C", "C", "C", "O", "H", "H", "H", "H", "H", "H", "H", "H", "H", "H", "H", "H", "H", "H", "H", "H", "H", "H", "H", "H", "H", "H", "H", "H", "H", "H", "H", "H", "H", "H", "H", "H", "H", "H", "H", "H", "H", "C", "C", "C", "O", "C", "H", "H", "H", "H", "H", "H", "H", "H", "C", "C", "C", "O", "C", "H", "H", "H", "H", "H", "H", "H", "H", "C", "C", "C", "O", "C", "H", "H", "H", "H", "H", "H", "H", "H", "C", "C", "C", "O", "C", "H", "H", "H", "H", "H", "H", "H", "H"], "xyz": [[2.33862, 0.05791, 0.38053], [2.57365, 1.34277, -0.43545], [1.57226, 1.59561, -1.57100], [0.22033, 1.36570, -1.24349], [-0.36446, 0.22096, -1.85929], [-1.52742, -0.62940, -0.57697], [-3.10641, 0.21335, -1.21549], [-2.85312, 1.56312, -1.59134], [-3.29551, 2.53524, -0.67714], [-2.14288, 3.28478, 0.01424], [-1.78271, -2.10242, -1.49115], [-1.71440, -3.18795, -0.63732], [-0.28236, -3.60417, -0.65039], [-2.45263, -4.32801, -1.03072], [-2.35849, -4.60625, -2.40156], [-2.40179, -6.12013, -2.63154], [-1.16469, -6.75758, -2.16512], [-0.23638, -7.10430, -3.23462], [1.20001, -6.65983, -2.88519], [2.10090, -6.67644, -4.13136], [1.75975, -7.52621, -1.90476], [-2.05281, -2.69679, 0.86709], [-0.94930, -2.94147, 1.66033], [-3.05846, -3.45742, 1.52689], [-3.60672, -2.71767, 2.54977], [-4.72219, -2.29876, 2.44809], [-2.84989, -2.47087, 3.82384], [-2.46705, -1.15896, 4.12223], [-1.80240, -0.90033, 5.31948], [-1.50375, -1.90988, 6.24134], [-1.86197, -3.22620, 5.92072], [-2.52374, -3.48395, 4.72414], [-2.39669, -1.41345, 0.80219], [1.38702, 0.16437, 0.90256], [3.10738, -0.01297, 1.15949], [2.37044, -0.86129, -0.20546], [3.59649, 1.32900, -0.83275], [2.46731, 2.17965, 0.26203], [1.64660, 2.67008, -1.80773], [1.85488, 1.08305, -2.50110], [0.42284, -0.50633, -2.10297], [-0.89207, 0.46894, -2.79673], [-1.39723, 0.53939, 0.28214], [-0.33053, -1.08658, 0.06092], [-3.91316, 0.09225, -0.48463], [-3.44685, -0.29893, -2.13129], [-3.83081, 3.29971, -1.26722], [-4.01501, 2.16217, 0.05817], [-1.45488, 2.60280, 0.51033], [-1.57812, 3.83002, -0.75012], [-2.53496, 4.02942, 0.71728], [-0.24495, -4.60382, -0.49991], [0.13154, -3.34273, -1.53218], [-1.43741, -4.24294, -2.86835], [-3.18410, -4.12370, -2.94337], [-3.26835, -6.54418, -2.11490], [-2.57086, -6.27330, -3.70666], [-1.39471, -7.57990, -1.63162], [-0.50619, -6.66144, -4.19797], [-0.18566, -8.19711, -3.36285], [1.12810, -5.63494, -2.51331], [1.86300, -5.86117, -4.81781], [2.05127, -7.65369, -4.62544], [3.14361, -6.52421, -3.83224], [2.28905, -8.16456, -2.38399], [-2.66927, -0.33763, 3.44770], [-1.51144, 0.10982, 5.58578], [-1.00145, -1.69054, 7.17367], [-1.63617, -4.01785, 6.63038], [-2.80128, -4.50712, 4.49401], [-2.36539, -7.78573, 9.42830], [-1.17314, -8.39389, 8.70142], [-0.89726, -7.34915, 7.63057], [-1.28755, -6.08731, 8.18227], [-2.03098, -6.30245, 9.38469], [-2.50091, -8.15950, 10.44265], [-3.28266, -7.98053, 8.86741], [-0.32086, -8.46924, 9.38166], [-1.36649, -9.38291, 8.28804], [-1.49769, -7.53065, 6.73320], [0.15307, -7.30734, 7.34109], [-1.40112, -6.01226, 10.23314], [-2.91843, -5.66860, 9.37936], [-1.31237, 5.78539, -4.39383], [-1.69423, 4.33652, -4.11135], [-0.34576, 3.64011, -4.17768], [0.63092, 4.60173, -3.74525], [0.03002, 5.89602, -3.68527], [-2.04143, 6.51150, -4.03454], [-1.18289, 5.93499, -5.46974], [-2.11035, 4.24856, -3.10519], [-2.41733, 3.92596, -4.81449], [-0.09860, 3.34324, -5.20396], [-0.29875, 2.75871, -3.53666], [-0.09990, 6.16498, -2.63056], [0.69524, 6.62826, -4.14980], [3.72468, 7.46149, -4.47396], [3.79401, 8.83272, -5.13534], [2.78120, 9.62259, -4.31923], [2.79716, 9.06687, -3.00226], [3.52357, 7.83306, -3.01371], [4.60963, 6.84820, -4.63675], [2.85655, 6.91111, -4.84385], [4.79282, 9.25845, -5.00781], [3.56322, 8.82033, -6.19995], [1.76986, 9.51155, -4.72593], [3.01787, 10.68646, -4.26584], [4.48344, 7.99830, -2.51017], [2.96659, 7.07609, -2.45955], [4.76911, 5.67612, 0.53919], [3.60993, 6.65122, 0.69204], [2.41095, 5.72369, 0.59601], [2.82700, 4.46267, 1.12362], [4.24681, 4.45322, 1.28062], [5.71350, 6.04580, 0.93833], [4.91548, 5.43638, -0.51768], [3.64717, 7.12203, 1.67810], [3.59379, 7.43935, -0.06003], [2.10889, 5.57240, -0.44681], [1.54794, 6.08477, 1.15650], [4.47439, 4.50571, 2.35156], [4.64793, 3.51829, 0.88658]], "mulliken_charge": [-1.439, 0.095, -0.525, 0.627, -1.582, 1.705, -1.053, -0.161, -0.508, -0.403, -0.730, 0.433, -0.381, -0.273, -0.094, -1.262, -0.096, -0.827, 0.879, -1.701, -0.555, 0.642, -0.400, -0.360, 0.192, -0.570, 0.398, -0.264, -0.551, -0.542, -0.316, -0.402, -0.678, 0.177, 0.476, 0.324, 0.480, -0.128, -0.051, 0.476, 0.645, 0.162, -0.363, -0.334, 0.242, 0.176, 0.399, 0.395, 0.015, -0.225, 0.499, 0.273, 0.304, 0.172, 0.347, 0.448, 0.349, 0.251, 0.374, 0.260, -0.122, 0.403, 0.386, 0.466, 0.372, 0.409, 0.368, 0.400, 0.486, 0.390, -0.553, -0.527, -0.462, -0.334, -0.416, 0.332, 0.271, 0.253, 0.326, 0.275, 0.293, 0.268, 0.277, -0.695, -0.160, 0.400, -0.388, 0.128, 0.405, 0.295, -0.194, 0.470, 0.297, -0.619, 0.190, -0.195, -0.389, -0.554, -0.503, -0.424, 0.062, 0.410, 0.030, 0.264, 0.358, 0.286, 0.301, 0.288, -0.078, -0.572, -0.518, 0.021, -0.375, -0.344, 0.397, 0.219, 0.304, 0.251, -0.166, 0.281, 0.277, 0.240]}

---

[2]
{"formula": "C37H69IN3O9", "method": "ωB97M-V/def2-TZVPD", "total_charge": 0, "homo_ev": [-8.829, -9.477], "homo_lumo_gap_ha": [0.323, 0.335], "total_energy_ha": -2589.9987, "spin_multiplicity": 4, "e_above_lowest_kcal_mol": 107.6, "symbols": ["C", "C", "C", "O", "C", "C", "I", "C", "C", "O", "O", "C", "C", "O", "O", "C", "O", "H", "H", "H", "H", "H", "H", "H", "H", "H", "H", "H", "H", "H", "H", "H", "C", "C", "C", "C", "C", "C", "N", "O", "C", "C", "C", "H", "H", "H", "H", "H", "H", "H", "H", "H", "H", "H", "H", "H", "H", "H", "H", "H", "H", "C", "C", "C", "C", "C", "C", "N", "O", "C", "C", "C", "H", "H", "H", "H", "H", "H", "H", "H", "H", "H", "H", "H", "H", "H", "H", "H", "H", "H", "C", "C", "C", "C", "C", "C", "N", "O", "C", "C", "C", "H", "H", "H", "H", "H", "H", "H", "H", "H", "H", "H", "H", "H", "H", "H", "H", "H", "H"], "xyz": [[2.02499, -2.56528, 4.72120], [2.83588, -1.20315, 5.01398], [3.78266, -0.80324, 3.77293], [4.80860, -1.79684, 3.48753], [5.90390, -1.68436, 4.45028], [6.56658, -3.16914, 4.49508], [8.47018, -2.96548, 5.53992], [5.57554, -4.27236, 5.08343], [5.34316, -4.17084, 6.68147], [4.46305, -3.37681, 7.06908], [6.11494, -5.05194, 7.49025], [6.93118, -4.38869, 8.44774], [6.96132, -2.83447, 8.78423], [7.68320, -5.12883, 9.14143], [6.88126, -3.46736, 3.09011], [7.70642, -4.62145, 2.97741], [7.20583, -5.75333, 2.72847], [2.53027, -3.22280, 3.93724], [1.00051, -2.25337, 4.29267], [1.81828, -3.10128, 5.71058], [3.47988, -1.24283, 5.95712], [2.10019, -0.32571, 5.17590], [3.11494, -0.72088, 2.83405], [4.23696, 0.24497, 3.94199], [6.68359, -0.95076, 4.02164], [5.56329, -1.33047, 5.47879], [5.84220, -5.35136, 4.83285], [4.53179, -4.08371, 4.62396], [6.58821, -2.14832, 7.95540], [6.26005, -2.67716, 9.68967], [8.01777, -2.49305, 9.08797], [8.85923, -4.61127, 3.03767], [-4.48104, -1.56058, 3.53446], [-3.61154, -1.25115, 4.78340], [-4.25842, -0.12981, 5.63257], [-4.05491, 1.27896, 5.08407], [-2.58752, 1.53396, 4.76295], [-1.99785, 0.46445, 3.82133], [-2.22481, -0.92275, 4.33343], [-1.38414, -1.12261, 5.39127], [-2.61621, 0.63586, 2.41366], [-0.49647, 0.76379, 3.59325], [-3.68161, -2.55217, 5.62853], [-3.86818, -1.84727, 2.67581], [-5.15930, -2.40150, 3.70323], [-5.11153, -0.71727, 3.24427], [-3.84485, -0.15465, 6.64755], [-5.33292, -0.31706, 5.73936], [-4.67607, 1.43738, 4.19826], [-4.39516, 2.00844, 5.82658], [-2.48477, 2.52864, 4.31559], [-2.01866, 1.56701, 5.70105], [-2.25298, -0.13712, 1.72831], [-2.34201, 1.60378, 1.98431], [-3.70195, 0.61055, 2.40084], [0.07124, 0.79841, 4.52625], [-0.36110, 1.73867, 3.11545], [-0.03949, 0.01084, 2.94185], [-3.21371, -3.39096, 5.10465], [-4.72168, -2.82590, 5.83149], [-3.20036, -2.44511, 6.60459], [0.12783, 0.55182, -3.04035], [-0.41337, -0.79415, -2.48539], [-0.67715, -1.79137, -3.63953], [-1.96598, -1.53849, -4.41440], [-3.15032, -1.38104, -3.46953], [-2.90777, -0.29858, -2.39822], [-1.62645, -0.51842, -1.65605], [-1.80627, -1.57926, -0.81066], [-2.91518, 1.09152, -3.07632], [-4.12918, -0.24467, -1.45032], [0.76831, -1.36820, -1.65691], [-0.21275, 1.40172, -2.44337], [1.22025, 0.59717, -3.01684], [-0.15939, 0.72195, -4.08031], [-0.72431, -2.81069, -3.23867], [0.16558, -1.78077, -4.34009], [-1.86171, -0.65565, -5.05140], [-2.15172, -2.37951, -5.09082], [-4.04597, -1.14060, -4.05274], [-3.35465, -2.34747, -2.99105], [-2.70148, 1.88326, -2.35108], [-3.89607, 1.30621, -3.50996], [-2.20909, 1.18901, -3.89541], [-4.33479, -1.20669, -0.97466], [-5.03760, 0.02515, -1.99703], [-3.98544, 0.50222, -0.66201], [0.99768, -0.72983, -0.79833], [1.67236, -1.43797, -2.26977], [0.57189, -2.37958, -1.29036], [0.66982, 5.04891, -7.81842], [0.12551, 3.70485, -7.26313], [-0.14041, 2.70729, -8.41703], [-1.42948, 2.96298, -9.19187], [-2.61287, 3.12285, -8.24549], [-2.36645, 4.20432, -7.17425], [-1.08727, 3.98334, -6.43502], [-1.27161, 2.93224, -5.59403], [-2.37145, 5.59559, -7.85158], [-3.58773, 4.26041, -6.22255], [1.30584, 3.12911, -6.43393], [0.33081, 5.89986, -7.22199], [1.76209, 5.09196, -7.79452], [0.38339, 5.21849, -8.85858], [-0.18990, 1.68816, -8.01589], [0.70234, 2.71572, -9.11749], [-1.32363, 3.84528, -9.82899], [-1.61758, 2.12249, -9.86805], [-3.50878, 3.36515, -8.82735], [-2.81849, 2.15671, -7.76696], [-2.15517, 6.38589, -7.12567], [-3.35273, 5.81163, -8.28310], [-1.66619, 5.69221, -8.67168], [-3.79616, 3.29912, -5.74682], [-4.49397, 4.53534, -6.77025], [-3.43839, 5.00678, -5.43515], [1.53619, 3.76750, -5.57574], [2.20992, 3.05718, -7.04646], [1.10729, 2.11826, -6.06678]], "mulliken_charge": [-0.960, 0.091, -0.494, -0.277, -0.562, -0.069, 0.120, -0.055, 0.453, -0.454, -0.281, 0.546, -0.583, -0.557, -0.308, 0.196, -0.486, 0.294, 0.198, 0.195, 0.218, 0.140, 0.198, 0.286, 0.406, 0.372, 0.399, -0.108, 0.156, 0.275, 0.259, 0.369, -1.745, 1.938, -1.320, -0.464, -1.456, 2.230, 0.503, -0.553, -2.328, -2.008, -1.993, 0.296, 0.491, 0.326, 0.427, 0.324, 0.286, 0.401, 0.379, 0.365, 0.541, 0.453, 0.355, 0.346, 0.438, 0.491, 0.461, 0.475, 0.357, -1.512, 2.111, -1.501, -0.152, -1.443, 1.896, 0.534, -0.581, -1.658, -1.940, -2.086, 0.286, 0.477, 0.035, 0.437, 0.352, -0.019, 0.459, 0.424, 0.378, 0.380, 0.454, 0.131, 0.408, 0.435, 0.366, 0.549, 0.471, 0.331, -1.845, 2.063, -1.306, -0.476, -1.174, 1.668, 0.087, -0.330, -1.758, -1.644, -1.821, 0.320, 0.498, 0.340, 0.356, 0.330, 0.312, 0.392, 0.400, 0.249, 0.371, 0.421, 0.342, 0.170, 0.416, 0.454, 0.470, 0.497, 0.183]}